This record from the Open Molecules 2025 dataset describes 3 unconnected molecules or ions with the total composition C33H26NO11P2S. The level of theory is ωB97M-V/def2-TZVPD.

Computed properties:
orbital gap	5.45	eV
lowest unoccupied orbital energy	0.792	eV
HOMO level	-0.1713	hartree

Structure (ORCA input):
```
! RIJCOSX wB97M-V def2-TZVPD def2/J DEFGRID3
* xyz -1 1
S -0.71162 2.13009 0.13338
P 1.43848 3.09090 2.32321
P -1.49329 1.67114 3.01290
O -0.45612 -1.14885 2.46368
O 2.31033 1.80313 -4.86672
O -1.01122 1.38008 4.35609
O 1.07778 3.36436 3.90912
O 3.08767 3.24659 2.33245
O -3.01675 -3.17476 3.12559
O -6.68082 -6.32092 0.83179
O -1.97950 3.19678 2.83658
O -2.78661 0.74583 2.75433
O -1.02167 -0.71956 0.37699
O 6.36717 5.14498 -3.88066
N 1.09176 1.42692 1.98802
C 4.29373 2.78968 -5.65539
C -3.84427 -4.09694 1.12108
C -4.76248 -5.16760 -0.84044
C -2.87973 -3.47738 0.32987
C 6.21626 3.25981 -7.60312
C -0.30018 1.15560 1.67567
C 3.24258 2.54059 -4.62603
C -2.86405 -3.70307 -1.03592
C 2.45316 -0.72926 2.96693
C 2.01073 0.82016 1.01762
C 2.55453 3.55909 -1.07358
C 4.45054 4.06400 -3.04019
C 4.22107 2.13076 -6.87598
C -6.98573 -5.58843 4.93018
C -5.86135 -5.58003 1.34177
C -3.79875 -4.55173 -1.61982
C -4.93983 -4.49394 3.40427
C -4.79702 -4.93748 0.52853
C -0.60616 -0.39072 1.48937
C -6.00297 -4.80953 5.53402
C -5.91120 -5.29306 2.80259
C 2.42197 2.96999 -2.32020
C 2.73328 -0.34283 1.69196
C -3.85502 -3.86267 2.59220
C 3.63686 4.38895 -0.80324
C -6.93670 -5.83402 3.56947
C 3.37319 3.21023 -3.30479
C -4.98375 -4.26358 4.77324
C 5.34152 3.67593 -5.40572
C 4.57922 4.64538 -1.78522
C 5.18162 2.36151 -7.84539
C 5.46003 4.36307 -4.08795
C 6.29596 3.91488 -6.38662
H -4.22196 -3.65372 5.23984
H -2.01259 1.85364 -0.06904
H 1.50118 0.45249 0.12638
H 2.01222 -1.71708 3.11812
H 7.10196 4.60986 -6.19498
H 1.81428 3.36758 -0.30508
H -2.11627 -3.21484 -1.64696
H -7.78899 -6.00476 5.52482
H -3.77627 -4.72930 -2.68784
H 5.41833 5.29470 -1.57620
H -6.03734 -4.62506 6.60019
H 6.96297 3.44447 -8.36479
H 3.74090 4.83466 0.17684
H 3.52347 -0.87177 1.15788
H 1.58083 2.32028 -2.52505
H -5.49198 -5.82388 -1.29516
H 0.49016 4.12594 3.86132
H 3.41480 1.43518 -7.06458
H 3.38664 3.20211 3.25253
H 2.78657 1.51220 0.66593
H -7.69653 -6.44310 3.09911
H -2.13888 -2.81361 0.77110
H -2.92372 3.17204 2.63320
H 2.58778 -0.10054 3.84090
H -2.59576 -0.03453 3.29946
H 5.12559 1.84297 -8.79390
*
```

This record from the Open Molecules 2025 dataset describes a molecular structure, C33H27BaBrN6O2. The level of theory is ωB97M-V/def2-TZVPD.

Computed properties:
orbital gap	7.12	eV
lowest unoccupied orbital energy	-0.009	eV
HOMO level	-0.2621	hartree

Structure (ORCA input):
```
! RIJCOSX wB97M-V def2-TZVPD def2/J DEFGRID3
* xyz 0 1
Ba -1.14024 1.65704 1.38740
Br 0.91162 4.23116 -0.01772
O -2.93218 2.76121 0.42009
O -0.45185 -0.34623 2.25004
N 0.59236 -5.47182 -2.33994
N 2.48900 -4.42296 -2.89668
N 0.49458 2.08216 3.57182
N -0.40350 2.45102 -1.66422
N -2.01796 3.62744 3.05803
N -0.41390 -0.74866 -0.74011
C 2.49634 -2.26437 4.44165
C 0.79123 -2.29759 2.71332
C 3.54646 -7.77160 -4.09534
C 2.21126 -0.92989 4.66877
C -3.55028 3.90689 0.38188
C -2.77536 4.60499 2.75395
C 1.24066 3.79464 -2.79958
C 1.31283 -7.74687 -3.14947
C 1.05320 1.18956 4.28529
C 0.68507 -3.07265 -1.81890
C 3.72953 -6.42162 -3.87504
C -0.68287 1.86483 -2.83923
C 1.24957 -0.24333 3.92288
C -4.18863 6.04199 1.38499
C 1.48288 -6.38176 -2.91746
C -4.26039 4.30154 -0.77141
C -1.14323 -1.85272 -0.90185
C 0.93087 3.18127 -3.99713
C -0.64947 -3.02896 -1.43806
C -4.88459 6.41042 0.24954
C 1.45296 -1.92947 -1.66253
C 0.21113 3.41021 4.15657
C -3.51148 4.82198 1.48128
C 1.77328 -2.93042 3.45215
C -0.05322 2.19833 -4.02032
C 2.66707 -5.74741 -3.27422
C 0.49427 -0.93868 2.93227
C -1.31060 3.61730 4.35380
C 1.23508 -4.34128 -2.35290
C 0.85406 -0.79484 -1.13458
C -4.90490 5.52022 -0.82647
C 0.52357 3.37427 -1.68655
C 2.35426 -8.43181 -3.73981
H 1.44263 0.10832 -1.00121
H -5.39693 7.36089 0.19363
H 0.56926 4.18888 3.47827
H 1.97021 -3.97895 3.25542
H 2.74906 -0.38554 5.43939
H 0.73003 3.53526 5.11472
H 2.50544 -1.88889 -1.91256
H -4.15464 6.72150 2.23167
H 4.34468 -8.34073 -4.55470
H -2.17333 -1.80944 -0.56528
H 2.25624 -9.49188 -3.93226
H 1.99096 4.56571 -2.71550
H 0.39006 -8.23839 -2.87051
H -4.28234 3.61309 -1.60622
H -5.43872 5.78314 -1.73373
H 1.45492 1.45470 5.27422
H 4.65141 -5.92706 -4.15126
H 3.25003 -2.77967 5.02081
H -2.94732 5.39912 3.49523
H -1.67512 2.78303 4.95870
H 0.22566 -2.83321 1.96126
H -0.33023 1.69172 -4.93395
H -1.44502 1.09549 -2.81316
H -1.27754 -3.90180 -1.54247
H 3.13584 -3.66458 -3.00712
H -1.50086 4.54007 4.91560
H 1.44718 3.46574 -4.90521
*
```

This record from the Open Molecules 2025 dataset describes a molecular structure, C33H27Br2IN7O2Y. The level of theory is ωB97M-V/def2-TZVPD.

Computed properties:
orbital gap	6.02	eV
lowest unoccupied orbital energy	-5.707	eV
HOMO level	-0.4311	hartree

Structure (ORCA input):
```
! RIJCOSX wB97M-V def2-TZVPD def2/J DEFGRID3
* xyz 2 1
I -3.85030 2.81812 1.92945
Y -2.75772 0.07962 0.52758
Br -3.28858 -2.00515 -1.92937
Br -4.71059 -2.29704 0.90690
O -1.00390 0.82299 -0.17000
O 5.95952 2.22893 3.46870
N -4.16092 1.05339 -1.16171
N 4.76393 -2.00480 0.08389
N -2.41701 0.49650 2.94055
N -1.36198 -0.36398 -3.61874
N -1.05440 -1.66625 0.75820
N 3.64075 -2.27187 -0.35762
N 0.92567 -1.03588 -3.68799
C 0.01841 -3.76726 1.19792
C -1.90528 1.36953 5.52053
C 1.13927 -0.17206 -4.67446
C 7.15830 2.97662 3.29622
C -4.14467 1.38754 -3.53418
C -1.13972 0.50141 -4.62271
C 2.51466 -0.10661 -0.67775
C -1.46772 0.12234 5.10008
C -3.44202 1.64967 -4.79844
C -2.82376 1.69044 3.36854
C 0.12578 0.62098 -5.18419
C -2.22161 1.31215 -5.21726
C 2.51963 -1.39246 -0.21181
C -4.17198 -3.21023 -0.72809
C 1.31200 -1.97421 0.25742
C -2.60090 2.18306 4.63683
C -1.73849 -0.27651 3.80766
C 5.71262 1.22310 2.60694
C -1.08798 -2.91276 1.20450
C 4.56322 0.47000 2.87013
C -6.22207 1.06160 -2.35273
C -5.53444 1.28462 -3.53423
C 5.00781 -0.88734 0.94163
C -0.31452 -1.08246 -3.22314
C 4.20859 -0.56996 2.04189
C 6.52513 0.89046 1.52632
C 6.18109 -0.18554 0.72035
C -3.50594 1.29605 -2.30522
C 1.21633 -3.30172 0.71740
C 0.16576 0.14706 -0.19590
C 1.33685 0.66712 -0.67290
C -5.49836 0.93894 -1.18601
C 0.14311 -1.18618 0.28550
H 7.17090 3.70831 4.09733
H -1.95918 1.68422 -6.20119
H -5.99399 0.75118 -0.23990
H -3.49651 -4.00680 -0.44254
H 8.03547 2.33239 3.37787
H -2.03682 -3.26586 1.59541
H -5.07992 -3.58314 -1.18520
H -0.49299 -1.79771 -2.42769
H -0.08753 -4.77735 1.56671
H 2.14550 -0.12331 -5.07401
H -1.70736 1.71253 6.52738
H 6.82555 -0.48331 -0.09648
H 3.97865 0.71620 3.74642
H 2.09271 -3.93635 0.68106
H -2.95554 3.16150 4.92532
H 0.30956 1.30485 -6.00082
H 3.33213 -1.16295 2.26992
H 7.16451 3.49125 2.33335
H 1.34797 1.68239 -1.04729
H -6.07613 1.38045 -4.46743
H 7.43384 1.43624 1.32251
H -1.40602 -1.23553 3.43336
H -7.29955 0.98188 -2.33483
H -4.03824 2.21272 -5.50911
H 3.43218 0.32440 -1.05556
H -0.92134 -0.53365 5.76198
H -2.43147 1.40343 -2.22724
*
```

This record from the Open Molecules 2025 dataset describes a molecular structure, C33H27CaIN9O9PS2Se2. The level of theory is ωB97M-V/def2-TZVPD.

Computed properties:
orbital gap	6.46	eV
lowest unoccupied orbital energy	3.953	eV
HOMO level	-0.0921	hartree

Structure (ORCA input):
```
! RIJCOSX wB97M-V def2-TZVPD def2/J DEFGRID3
* xyz -2 1
I 0.23478 -4.48453 -0.44602
Se -0.55075 2.10561 2.06478
Se 2.48137 -0.33556 2.68230
Ca 0.30502 -0.90576 0.32916
S -0.96124 1.31528 -2.80688
S -1.01136 -1.91415 3.64631
P 1.32616 1.64955 3.07819
O 6.87896 2.49230 -3.58263
O 2.11170 -0.18497 -0.61306
O 3.32296 -0.57849 -4.41961
O 3.86255 0.60650 2.03758
O 2.10471 1.90122 1.27026
O -1.75713 -1.03238 4.50797
O 0.40642 -2.09459 3.90725
O 6.87606 3.63009 -1.75269
O 2.55866 -1.69788 -2.74779
N 3.46268 1.75891 1.16234
N -2.14076 -0.36024 0.44754
N 0.46531 2.80810 -1.14563
N 6.43297 2.74631 -2.47295
N 1.19280 2.78253 -3.35739
N -3.44669 -1.40906 2.13944
N -1.08194 -1.53951 2.09182
N -3.46200 -7.33002 4.04973
N 3.15777 -0.75772 -3.22450
C -4.52963 -0.93087 1.55097
C 2.23048 4.21468 -1.72148
C 1.38525 0.46134 5.69691
C 0.29335 2.35227 -2.42514
C 3.69408 0.26334 -2.30687
C -4.49677 -0.16252 0.40056
C -3.53242 -4.94813 4.52255
C -0.04417 1.11514 7.51303
C -0.54698 -2.59479 -1.29992
C 2.46555 2.98632 3.55247
C 4.86663 2.15172 -0.67256
C 4.74751 1.00669 -2.80001
C -2.89929 -6.04528 3.94924
C -1.10830 -4.60913 3.22674
C -1.67928 -5.86558 3.30252
C -0.30563 2.10090 5.33942
C 2.13538 4.29200 3.21244
C -1.75131 -3.51713 3.79312
C -3.23648 0.08580 -0.12804
C 2.96887 5.33558 3.57507
C -2.96286 -3.68756 4.43777
C 3.80466 1.42686 -0.19978
C -0.69198 1.99587 6.66158
C 3.63360 2.73386 4.25300
C 4.14185 5.08352 4.27029
C 3.12969 0.43093 -1.00803
C 4.47150 3.77788 4.60529
C 2.09581 3.65232 -3.00460
C 5.32403 1.95577 -1.97492
C 0.73953 1.33070 4.82856
C 1.38161 3.71091 -0.77580
C 0.99547 0.34755 7.02256
C -2.27714 -1.09246 1.57660
H 3.00378 4.92182 -1.47373
H -0.35617 1.01939 8.54578
H 2.70014 6.35077 3.30862
H 2.18591 -0.16726 5.33544
H -1.61982 -2.81427 -1.32692
H -5.39497 0.21561 -0.06312
H 2.79566 3.93723 -3.78528
H -3.45852 -2.82442 4.85551
H 1.50443 -0.35925 7.66542
H -3.08661 0.66341 -1.03400
H 1.38484 3.93866 0.28026
H 3.89970 1.71484 4.50896
H 4.79651 5.89917 4.54650
H -1.18471 -6.70960 2.83839
H 5.32012 2.88134 -0.01756
H -1.51769 2.59724 7.02288
H -0.19756 -2.66781 -2.33211
H -0.08662 2.39582 -0.38514
H -5.47972 -1.18379 2.01650
H -0.17532 -4.46809 2.70036
H -4.48286 -5.07892 5.02670
H -3.16981 -7.94367 3.30336
H -0.83506 2.76910 4.67472
H 5.09946 0.84374 -3.80547
H -4.46878 -7.31755 4.12112
H 1.21708 4.47526 2.66713
H 5.38960 3.56865 5.14048
*
```

This record from the Open Molecules 2025 dataset describes a molecular structure, C33H27F10HfN9O5S. The level of theory is ωB97M-V/def2-TZVPD.

Computed properties:
orbital gap	7.66	eV
lowest unoccupied orbital energy	0.113	eV
HOMO level	-0.2772	hartree

Structure (ORCA input):
```
! RIJCOSX wB97M-V def2-TZVPD def2/J DEFGRID3
* xyz 0 1
Hf -0.70819 -0.12353 -0.64448
S 1.70566 0.51902 1.30750
F 3.45353 1.83300 -2.53356
F 3.40332 -3.47764 -1.43535
F -1.40636 -0.97236 4.65743
F 5.78225 -2.15665 -1.81385
F -0.94708 3.85470 2.24945
F -0.97337 1.30322 6.14268
F 1.09047 -2.16836 -1.68859
F 5.71021 0.48054 -2.45131
F -0.74396 3.66665 4.82564
F -1.58384 -0.83244 2.03578
O -2.01384 -2.89701 -3.27799
O 1.18948 1.58724 0.46428
O -1.27297 -1.19042 -2.29737
O 1.52323 0.60332 2.72428
O -2.60606 -1.50973 -0.14805
N -0.18918 -2.77148 0.59677
N -1.57495 1.44617 0.57719
N 7.55952 0.78669 0.52312
N 1.93078 -2.59909 1.64868
N -1.59202 -2.48716 -2.25304
N -1.77954 1.45823 -2.21989
N -4.64777 0.36603 0.07102
N 0.87683 0.47327 -2.03494
N 0.83327 -0.73940 0.68878
C -1.58711 2.75504 -0.08989
C -5.67060 1.21213 -0.06415
C -2.94523 0.93115 -2.96579
C 3.36752 0.50803 -2.29536
C -7.28099 -0.50265 0.27131
C 4.56767 -0.17898 -2.23456
C 2.23789 -1.47652 -1.82618
C 4.61451 -1.51610 -1.92188
C 3.43663 0.45662 1.01665
C -1.13525 2.62474 2.76486
C -0.09620 -4.09454 0.66595
C 4.27000 -0.56849 1.45519
C -1.46320 0.32881 2.71194
C 1.96799 -3.92617 1.74948
C -2.24402 2.63360 -1.43751
C 0.98364 -4.74199 1.22906
C -1.10687 1.35951 4.81796
C -0.99768 2.54981 4.14054
C -0.71701 1.81142 -3.20286
C 3.98160 1.60626 0.44767
C -4.92727 -0.90900 0.31516
C 2.12499 -0.09256 -2.06265
C 3.41748 -2.17092 -1.71525
C -3.79183 -1.87410 0.53276
C -6.99940 0.83368 0.02907
C 5.63432 -0.46237 1.27380
C 0.66745 1.80688 -2.58899
C -6.22924 -1.38859 0.41241
C 6.19361 0.67579 0.68316
C -1.39487 1.50765 1.95599
C 5.34481 1.71608 0.28830
C 0.88515 -2.07358 1.02888
C -1.33733 0.22668 4.07246
H 1.37436 2.03535 -3.38181
H -6.40747 -2.44184 0.59672
H -3.59272 -1.94746 1.60439
H 7.89501 1.48055 -0.11962
H 6.28463 -1.27037 1.59292
H -0.73005 1.04579 -3.97651
H -0.94157 -4.65133 0.27246
H -0.57866 3.16704 -0.17272
H -2.18065 3.47270 0.47309
H -2.09221 3.55354 -2.00878
H -3.34667 1.71483 -3.61804
H -3.71360 0.62101 -2.25901
H -0.94091 2.77819 -3.66369
H 3.32745 2.40364 0.11807
H -7.78663 1.56604 -0.09481
H 3.84222 -1.44350 1.92094
H -1.93171 -2.20805 0.04165
H -3.31534 2.51051 -1.28105
H 2.83307 -4.33892 2.25962
H -2.65014 0.07667 -3.56274
H -5.41225 2.25210 -0.25149
H 0.76884 2.58637 -1.82524
H 8.10117 -0.05820 0.55355
H 5.76679 2.60238 -0.17408
H -4.09967 -2.85708 0.17328
H -8.30452 -0.85078 0.33672
H 1.04073 -5.81932 1.27447
*
```

This record from the Open Molecules 2025 dataset describes a gas-phase ion, C33H27F6N2O2 (charge +1). The level of theory is ωB97M-V/def2-TZVPD.

Computed properties:
orbital gap	6.83	eV
lowest unoccupied orbital energy	-5.169	eV
HOMO level	-0.4410	hartree
SMILES string	O=[N+]([O-])c1ccc([C@H](C(c2ccccc2)=[N+]2CCCC2)C(c2ccc(C(F)(F)F)cc2)c2ccc(C(F)(F)F)cc2)cc1

Structure (ORCA input):
```
! RIJCOSX wB97M-V def2-TZVPD def2/J DEFGRID3
* xyz 1 1
F -3.82712 -4.19436 3.55911
F -1.73238 -4.81034 3.39377
F 3.87156 3.69977 0.61650
F 3.99981 5.12340 2.29210
F -2.85256 -4.25847 1.58919
F 4.98649 3.17746 2.42997
O -6.12673 -0.99400 5.93957
O -7.06853 0.88521 6.61925
N -6.08496 0.12604 6.51854
N 0.48931 3.60690 7.19973
C 1.39773 3.91651 2.41941
C -1.37764 0.14428 3.71376
C -1.36780 5.88483 6.87039
C 1.08967 2.52114 7.99630
C -0.61517 3.47542 6.44354
C 2.63063 1.98185 3.17094
C -3.31613 2.41653 7.11003
C -2.65300 -3.92392 2.90606
C 0.21366 3.35466 2.90833
C -4.59233 1.90528 7.31503
C 3.85200 3.79699 1.98694
C 2.26387 3.15661 8.75027
C -1.93420 7.02593 6.32541
C -0.53156 -0.76324 3.02595
C 1.38297 4.76423 7.11143
C -3.73275 -0.32518 6.80668
C -1.01267 1.58137 4.33486
C 1.44748 1.45493 3.68678
C -0.91406 -2.09920 2.79909
C -1.42323 4.63971 6.15859
C -2.89522 5.71661 4.51971
C 0.24329 2.14188 3.60599
C -4.80675 0.53875 7.01652
C -2.23122 -2.47537 3.06910
C -2.31344 1.61074 6.53506
C 2.60560 4.45668 7.99785
C -2.68082 6.94731 5.13582
C -1.03462 2.07237 5.82444
C 2.58978 3.20915 2.55108
C -2.31643 4.57663 5.06649
C -3.14102 -1.52358 3.44881
C -2.73836 -0.20726 3.65699
C -2.47429 0.21961 6.60008
H 1.45950 1.73061 7.31947
H -5.44719 2.51188 7.61767
H 1.97575 3.38567 9.78051
H -3.92676 -1.38270 6.69628
H -4.17556 -1.79247 3.64633
H 1.67771 4.96163 6.06462
H 1.39765 4.90525 1.98346
H -1.85549 2.15288 3.98288
H 0.34585 2.07279 8.67564
H -0.21240 -2.85683 2.44951
H -0.89788 5.95511 7.85850
H -1.60875 -0.42116 6.41175
H -3.53056 5.62243 3.63944
H -0.23483 1.37200 6.05881
H -3.12921 3.46132 7.36531
H 3.50451 4.34617 7.37435
H 0.89872 5.67804 7.47745
H -3.51258 0.53693 3.85551
H -0.71529 3.91265 2.78212
H -2.51497 3.59619 4.63908
H -1.84255 7.98258 6.84671
H 3.11568 2.47805 8.81578
H 3.57625 1.44340 3.29702
H 1.51180 0.47541 4.18682
H 2.83663 5.27587 8.69503
H -3.15712 7.84116 4.74923
H 0.47952 -0.50274 2.69102
*
```